51
Properties=species:S:1:pos:R:3 method="wB97M-V/def2-TZVPD" total_energy_ev=-48341.33791 total_charge=+1 gap_ha="0.178 / 0.225" multiplicity=6 e_lumo_ev="-3.44 / -5.28"
C -2.6200 2.1363 -1.6491
C -1.9355 1.4005 -0.6579
C -0.6926 0.8068 -1.0942
C 0.1150 1.7265 -1.8366
C -0.5157 2.6106 -2.7379
C -1.8965 2.7556 -2.6774
C 1.4084 1.8604 -1.2768
C 2.0340 0.6182 -0.9512
C 1.2140 -0.5584 -0.8603
C 1.8317 -1.8294 -0.9677
C 3.2206 -1.9152 -0.8971
C 4.0105 -0.7685 -0.7470
C 3.4272 0.4899 -0.8072
H -3.6985 2.2812 -1.5705
H 0.0996 3.1811 -3.4266
H -2.4051 3.3873 -3.4057
H 2.0500 2.7118 -1.5304
H 3.6761 -2.9119 -0.9177
H 5.0843 -0.8827 -0.6118
H 4.0149 1.4099 -0.7474
N -0.1579 -0.3693 -0.6310
Ru -1.3052 -1.6014 0.4779
C -2.0103 1.7255 0.8062
H -1.8936 0.8421 1.4649
H -2.9396 2.2359 1.0953
C 1.0136 -3.0778 -1.1922
H 0.3682 -2.9992 -2.0811
H 1.6531 -3.9604 -1.3051
P -0.5434 2.9151 1.0438
P -0.1372 -3.4134 0.2008
C 0.9807 -3.9294 1.5443
H 0.5149 -3.6497 2.5001
H 1.1444 -5.0122 1.5091
H 1.9392 -3.4031 1.4575
C -1.1557 -4.7872 -0.3967
H -0.5838 -5.7191 -0.3998
H -2.0336 -4.8616 0.2582
H -1.4823 -4.5348 -1.4160
C -1.2858 4.5579 0.9444
H -2.3790 4.5160 1.0651
H -0.8431 5.1677 1.7417
H -1.0378 4.9709 -0.0415
C 0.0548 2.6854 2.7232
H 1.1163 2.4029 2.6624
H -0.0750 3.6430 3.2553
H -0.5106 1.8795 3.2140
C -0.6956 -1.2084 2.1537
O -0.3453 -1.0034 3.2574
H 0.6246 3.0325 0.1039
N -3.6808 -3.0307 1.9194
C -2.7369 -2.5235 1.4353